# 1
78
Properties=species:S:1:pos:R:3:forces:R:3:mulliken_spin:R:1 method="wB97M-V/def2-TZVPD" spin_multiplicity=2 total_charge=+1 energy_ha=-3729.252002 orbital_gap_ev="3.5 / 1.6" max_force_ev_per_a=6.4
C 3.835511 2.455062 -3.624616 -0.138 -0.378 0.591 0.00
H -7.319629 -0.124998 -4.801816 0.278 0.435 0.621 0.00
H 9.764191 0.795532 -1.491006 0.531 0.723 -0.307 0.00
O -2.619909 -1.179768 7.570554 0.132 -0.726 -0.706 0.00
H 5.620961 2.517332 -4.717086 0.163 0.074 -0.145 0.00
H -4.176079 -2.442378 7.682034 0.094 -0.984 0.791 0.00
N -3.643929 -0.477048 -1.750746 3.719 0.103 -2.863 0.69
H -3.643469 -0.838918 -5.132916 -0.326 -0.026 -0.173 0.00
H -3.457709 0.485272 -1.994386 -1.637 1.385 0.686 -0.02
C 9.014091 1.569412 -1.328016 -0.621 1.286 -0.304 0.00
O 2.303551 -1.617188 -3.248126 0.896 -0.289 -0.606 0.00
H -1.834129 -1.614518 5.025554 0.226 0.177 0.182 0.00
O 3.190151 3.112382 -2.560716 -1.411 -0.881 1.265 0.00
O -4.610049 0.159192 0.812604 1.199 -2.046 -2.277 0.06
C 5.176451 3.085892 -3.900236 0.727 0.747 -0.212 0.00
C 0.194211 -1.516668 1.503464 -0.497 0.814 -0.544 0.00
C -3.958479 -0.327778 -4.223186 -1.356 -0.398 1.619 -0.01
H -3.838419 -3.647038 5.527644 -0.212 0.049 0.267 0.00
H 2.122641 1.266372 -2.109336 0.232 0.049 -0.426 0.00
H 1.135921 -2.062928 1.557194 0.033 -0.032 -0.110 0.00
C -2.391909 -2.953398 3.622434 1.680 0.230 -0.094 0.00
C 7.316111 3.969782 -2.918256 -0.207 -0.464 1.410 0.00
H -4.502239 0.737812 2.766764 -0.092 0.112 0.237 0.01
H 5.491401 3.337752 -1.983766 0.768 0.606 0.538 0.00
H -3.617979 -2.099348 -3.079406 0.034 -0.188 0.270 0.02
H -4.649179 2.036372 1.556384 -0.056 0.341 0.306 0.00
H 3.181701 2.525232 -4.493936 0.211 -0.053 -0.497 0.00
Cu 0.216561 -5.041778 -3.593726 0.374 1.318 0.443 0.00
O 1.393291 -3.088848 -1.620946 0.420 -1.480 -0.057 0.00
C -1.104799 -2.899968 2.811214 0.587 -0.520 0.802 0.00
H 8.838891 1.643862 -0.254766 -0.026 0.002 0.083 0.00
H -1.902639 -0.002318 9.054894 0.074 -0.171 -0.054 0.00
C -3.279059 -1.064998 -3.021496 -2.615 -1.054 -2.292 0.05
H 7.956451 3.654212 -3.741956 -0.418 -0.290 -0.267 0.00
H -0.422489 -1.841548 0.665464 0.234 -0.640 -0.365 0.00
H -2.579109 0.000972 1.268124 0.204 0.155 0.204 0.00
N -2.133199 -2.579218 5.027554 -1.368 -0.766 -1.188 0.00
C -3.434729 -2.655618 5.733164 2.112 0.699 0.830 0.00
H -4.068239 -1.880408 5.302104 -0.613 0.019 0.424 0.00
H -2.791739 -3.962588 3.523554 0.170 -0.226 0.454 0.00
H 0.337481 -0.464038 1.259454 0.540 0.084 0.422 0.00
H -2.429239 -3.225618 7.567184 -0.559 -0.381 0.344 0.00
H 8.105711 1.208392 -1.810316 -0.156 0.114 0.003 0.00
C -2.720459 -0.746978 -0.687296 -2.594 -0.411 2.006 0.05
C -3.171179 -2.487618 7.262234 -0.541 1.698 -1.180 0.00
C -2.372949 -0.979118 8.941944 -0.429 0.101 0.521 0.00
Cl 1.156741 -2.010988 -2.537136 2.618 2.187 3.747 0.00
H 1.822101 2.633962 -1.067866 0.197 0.143 0.030 0.00
H 3.909151 1.404302 -3.344316 0.351 -0.294 -0.184 0.00
H -3.274899 -0.990478 9.553894 -0.639 0.327 -0.243 0.00
C -4.992829 1.042242 1.842244 1.099 0.543 -0.096 0.00
H -3.100499 -2.356948 3.047764 -0.501 0.683 0.277 0.00
O 0.663971 -0.908028 -1.775166 -0.615 1.037 0.538 0.01
H 8.786831 4.801042 -1.794156 0.252 0.197 0.379 0.00
H -6.029309 1.046972 -5.408516 -0.278 0.454 0.728 0.00
C 8.252061 3.858162 -1.679776 1.030 1.462 -1.970 0.00
H -1.803479 -1.745068 9.468374 0.730 -0.265 -0.602 0.00
H -6.074669 1.074722 1.971374 0.134 -0.412 -0.284 0.00
O -0.572869 -1.607068 2.666504 -0.996 1.050 -0.144 0.00
H -0.260499 -3.384548 3.301554 -0.426 -1.143 0.143 0.00
H -3.029349 1.247312 0.116524 0.388 0.092 -0.374 0.00
C 2.006941 2.350202 -2.103916 1.020 1.498 0.127 0.00
C -6.267259 0.056772 -5.019926 0.847 -0.643 -1.038 0.00
H 7.735071 3.980752 -0.728046 0.028 -0.991 0.274 0.00
H 7.101471 5.028402 -3.064336 -0.079 0.386 -0.095 0.00
O 9.338501 2.928632 -1.844776 -1.062 -1.971 1.209 0.00
H -6.091659 -0.544998 -5.911636 0.201 -0.528 -0.040 0.00
H 1.137581 2.694252 -2.664236 -0.057 -0.308 -0.329 0.00
H -1.309769 -3.360898 1.844974 0.119 -0.039 -0.337 0.00
O 0.140631 -2.393788 -3.399976 -4.090 -2.752 -4.025 0.00
O -5.411419 -0.377698 -3.947856 1.521 0.103 -0.490 0.02
H 4.973721 4.100312 -4.243676 -0.114 0.279 -0.528 0.00
N 6.108711 3.188742 -2.769156 -1.223 -1.965 -0.651 0.00
H -2.205349 -1.090938 -3.207406 0.466 0.224 0.565 0.04
C -3.178769 0.200242 0.379984 -0.828 1.352 3.240 0.01
H -1.710689 -0.523898 -1.031816 0.399 0.210 -0.122 0.05
H -3.601939 0.701672 -4.258076 -0.125 0.271 -0.133 0.00
H -2.740609 -1.781588 -0.344856 -0.138 -0.100 -0.228 0.01

# 2
73
Properties=species:S:1:pos:R:3:forces:R:3:lowdin_charge:R:1 method="wB97M-V/def2-TZVPD" spin_multiplicity=1 total_charge=-1 energy_ha=-1788.559856 orbital_gap_ev=5.6 e_above_lowest_kcal_mol=64.1 max_force_ev_per_a=3.0
H -4.932444 -0.035324 0.604003 0.387 0.254 0.263 0.09
N -7.321737 3.374912 2.375362 -0.144 1.028 -2.251 -0.05
H -7.884261 3.718165 0.337975 0.495 0.108 0.000 0.11
C 8.566905 -6.184673 -6.546029 -1.091 -1.085 -0.460 -0.22
C -7.577843 3.533967 6.461797 0.582 -0.714 0.330 -0.12
C 7.967622 -9.267839 -8.597174 0.536 1.512 -0.674 -0.08
C -1.503426 2.847932 3.335060 0.191 -0.310 3.005 -0.17
H 4.069288 -2.393389 -4.522917 0.154 0.129 -0.053 0.09
H -6.012020 2.129547 0.005132 0.268 -0.220 -0.237 0.12
C -5.862136 -0.335814 1.087206 0.840 -0.634 -1.259 -0.14
H 1.538017 5.474169 3.930974 -0.274 0.074 0.437 0.11
C -7.759028 2.882475 1.026479 -0.242 -1.366 0.897 -0.19
H 6.566999 -5.922814 -6.789256 -0.287 0.216 0.627 0.11
H 9.455597 -5.574004 -6.386630 0.121 0.163 -0.655 0.11
C 8.681732 -7.148116 -7.773805 1.383 0.785 1.420 -0.24
H 8.858873 -6.571602 -8.681745 -0.695 0.013 -0.447 0.12
H -7.517781 1.278033 -0.452214 -0.118 0.045 -0.090 0.12
H 4.632712 3.698146 3.450304 -0.440 -0.478 0.303 0.08
O 2.589823 3.933806 3.123006 2.539 -0.101 0.542 -0.15
H -0.141067 3.842964 4.558282 -0.160 0.142 0.030 0.10
H -9.235803 4.071190 2.855840 -0.447 0.155 0.325 0.11
H -7.159267 2.672987 3.083177 -0.308 -0.319 -0.361 0.10
H 3.020208 -3.788552 -4.785606 -0.199 0.279 -0.120 0.09
C -6.954499 1.720642 0.369318 1.261 0.518 1.448 -0.18
C 3.887314 4.493421 3.455700 -0.040 -0.932 -0.635 -0.09
O -0.970444 0.741160 4.373757 0.181 2.015 -1.913 -0.18
H 4.327884 5.146924 2.702752 -0.693 0.510 -0.392 0.08
H -1.889026 2.271419 5.426917 0.151 0.328 0.252 0.11
H 8.547594 -6.812279 -5.655053 0.071 -0.547 0.309 0.11
O 4.907338 -4.181566 -5.220167 1.603 0.380 -0.628 -0.19
C 3.868326 -3.233952 -5.187119 -0.526 -0.747 -0.038 -0.11
N -0.130295 3.367980 3.667005 -1.516 -1.304 -1.763 -0.05
H 8.938736 -9.702768 -8.360794 0.106 0.064 0.524 0.08
H -0.526233 5.001712 2.465375 0.177 0.939 -0.029 0.10
H 6.324571 -2.854611 -4.589027 -0.108 0.213 0.420 0.11
C 1.619920 4.893431 3.012208 -1.598 0.905 -1.271 -0.28
C -1.910991 1.824950 4.432791 1.418 -1.217 -1.038 -0.20
O -7.942830 3.464397 5.110246 0.134 -0.013 -0.397 -0.19
H -8.279885 5.465636 4.804908 -0.131 0.231 0.145 0.11
H 3.660140 -2.920910 -6.210239 -0.204 0.411 0.028 0.09
H -7.560021 2.526469 6.877404 -0.497 -0.225 -0.246 0.08
C -7.726519 4.644165 4.349849 -0.988 0.473 -0.417 -0.23
H 7.317759 -5.206082 -4.480771 -0.459 0.183 0.566 0.12
H 7.235180 -10.074372 -8.630524 -0.407 0.564 0.677 0.08
H 1.838095 5.616134 2.225945 0.446 0.315 -0.241 0.11
C 0.270761 4.270353 2.599595 0.520 0.089 1.272 -0.21
Cl -0.057352 0.307339 -0.866357 -0.072 0.053 -0.023 -0.98
O -6.673458 0.738553 1.387844 -1.333 1.318 0.463 -0.20
H 8.074611 -8.891953 -9.614698 -0.037 -0.205 -0.371 0.08
H -0.931505 -0.057623 6.177946 -0.214 -0.437 0.618 0.08
H -6.535689 3.813476 6.616339 0.113 0.713 -0.209 0.09
H -8.250897 4.120071 7.087552 -0.060 0.378 -0.164 0.08
H -6.288214 -1.018097 0.351651 -0.562 -0.175 -0.128 0.08
H 8.259406 -3.963936 -5.226578 0.126 0.064 -0.436 0.11
H -2.205444 -0.703455 5.066678 -0.504 0.005 0.338 0.08
H -2.918767 1.435067 4.289683 -0.261 -0.003 -0.255 0.11
N 7.371688 -5.358800 -6.555865 1.612 0.695 -0.578 -0.07
H -5.636147 -0.936086 1.968512 -0.122 0.392 0.183 0.09
H -8.195511 5.396629 2.381488 0.503 -0.118 -0.302 0.11
H 0.302729 3.782830 1.625220 0.475 -0.504 0.212 0.13
H -0.579265 -1.184176 4.844704 0.396 0.250 -0.115 0.09
C 6.173676 -3.541680 -5.421662 0.676 -0.416 1.894 -0.23
H -1.633078 2.465579 2.322586 0.513 -0.071 0.144 0.13
H -6.682901 4.949602 4.274529 0.312 -0.280 0.315 0.12
C 7.337535 -4.534550 -5.339112 -1.432 -0.629 -1.154 -0.21
C -8.210400 4.438155 2.900330 0.817 -1.782 1.064 -0.20
H 6.330534 -2.886292 -6.278373 -0.694 -0.430 -0.725 0.12
C -1.184426 -0.331924 5.153796 -0.498 -1.083 1.008 -0.18
H 3.964860 5.002157 4.416578 -0.562 0.024 0.203 0.08
H -8.743711 2.415247 1.040069 -0.711 0.237 0.635 0.10
H 9.631091 -7.655587 -7.602674 0.308 -0.323 0.000 0.11
O 7.651132 -8.094468 -7.798737 -0.570 -1.286 -0.115 -0.18
H -2.264332 3.595504 3.559253 -0.210 0.781 -0.709 0.10

# 3
84
Properties=species:S:1:pos:R:3:forces:R:3:mulliken_spin:R:1 method="wB97M-V/def2-TZVPD" spin_multiplicity=4 total_charge=-2 energy_ha=-3977.535541 orbital_gap_ev="4.5 / 5.2" e_above_lowest_kcal_mol=36.4 max_force_ev_per_a=7.3
H -2.005777 -0.927641 3.661842 -0.167 0.003 -0.155 0.00
H 1.490243 -3.469841 5.002991 -0.487 -0.591 -0.340 0.00
H -1.778000 -0.492734 -2.060518 -0.252 -0.268 -0.188 0.00
H -2.205271 3.493706 -0.068719 0.015 0.026 0.421 0.00
P 1.937400 -0.425412 0.527079 -3.716 4.312 -4.391 0.02
H 0.632591 -2.420822 -5.231977 0.062 -0.067 0.293 0.00
O 1.183560 0.567530 -0.441455 -2.593 0.597 -6.800 0.06
H -2.910544 -2.391280 -0.854312 -0.386 0.417 -0.280 0.00
S 2.353306 4.225941 -0.292757 2.119 -0.377 1.121 0.02
H -4.180452 -1.030994 -2.278802 -0.004 -0.024 0.566 0.00
H -5.768832 0.961692 -0.972810 0.070 -0.487 0.270 0.00
H -1.522727 2.019173 0.507357 0.033 -0.345 -0.470 -0.01
H -0.096365 -2.181005 6.399798 -0.441 -0.220 -0.169 0.00
H -5.884575 1.381486 -2.608015 -0.374 -0.376 -0.340 0.00
N -3.373574 0.512747 -1.101101 1.253 0.328 -0.438 0.00
C -0.092006 -1.688753 -4.874416 0.019 0.256 -0.572 0.00
C -2.982624 1.943147 -1.222944 0.280 -0.980 0.849 0.00
H -3.035463 -1.423189 0.580105 0.463 0.032 0.329 0.00
O 0.023780 1.490937 3.986389 -2.067 0.122 1.518 0.00
C 2.659285 -0.717967 -4.217022 0.560 -0.712 2.033 0.00
Li 0.248072 -0.178877 3.250978 0.501 0.724 -0.661 0.02
O 2.069566 5.621563 -0.071505 -1.067 0.347 -0.197 0.00
C 1.718678 -3.293788 2.762356 -0.840 -0.692 0.455 0.01
H 1.116140 -2.724487 2.058257 0.235 0.057 -0.211 0.00
H 0.506756 1.863237 -3.673252 -0.234 -0.356 0.627 0.00
O 3.459562 4.055227 -1.210035 -0.018 -0.038 -1.540 0.00
H -2.633608 -1.918335 4.963343 0.272 0.074 0.093 0.00
H -6.345498 -0.316095 -2.101247 -0.301 0.277 -0.084 0.00
H 0.766768 0.039617 -5.805456 0.181 0.318 0.084 0.00
C -2.395396 -1.603428 -0.282579 -0.216 -1.075 -0.785 0.00
H 3.577155 -0.567807 -2.168070 -0.571 0.049 -0.121 0.00
H -3.183702 2.357185 0.905238 -0.129 0.084 -0.115 0.00
C -2.161379 -0.305404 -1.038029 0.603 -0.536 -0.091 0.01
H -1.461071 -2.137745 -0.087478 0.158 0.541 0.641 0.00
H 2.326849 3.321569 -4.564945 -0.649 -0.011 0.314 0.00
H -1.269331 0.156057 -0.601537 -0.511 0.608 0.432 0.00
H 2.907214 -0.582106 -5.276000 0.150 0.714 0.035 0.00
C 0.107013 -1.400366 5.656449 0.587 0.676 -0.945 0.00
H 3.370823 1.989528 -4.504116 -0.023 -0.018 -0.183 0.00
H 2.424349 -1.785088 -4.166490 -0.190 -0.005 0.052 0.00
H 2.744331 -3.319735 2.400446 0.126 0.474 0.365 0.00
C 3.826866 -0.498858 -3.228688 0.033 0.250 -0.625 0.00
H -0.871582 -3.705058 4.408370 -0.308 -0.102 0.013 0.00
H 2.185684 -1.327074 6.400204 -0.179 -0.213 -0.033 0.00
Cr 1.470430 1.992657 0.940671 1.798 3.071 0.271 2.89
C 0.446598 -0.239931 -4.797036 -1.294 -1.482 0.761 0.00
H -0.886914 -2.934207 2.784530 0.898 -0.387 0.079 0.00
H -0.470745 0.284941 -4.525492 0.288 0.611 -0.139 0.00
H -2.178471 2.105733 -1.954270 -0.173 -0.229 -0.373 0.00
O 3.036676 0.654090 0.584686 3.306 -2.421 2.626 -0.01
H -0.693164 -0.669004 5.553975 -0.198 -0.087 0.668 0.00
C -5.667795 0.523973 -1.964330 0.841 0.537 -0.512 0.00
O 0.779844 0.075642 1.488680 0.193 -4.353 5.178 -0.01
N 0.243772 -1.929675 4.275145 0.974 -0.379 0.470 0.00
C 1.514631 1.465865 -3.568403 0.782 1.122 -0.190 0.01
C -4.202834 0.059683 -2.195383 -0.761 -0.140 0.092 0.00
H 1.772913 0.129971 5.553328 -0.533 0.167 -0.165 0.00
S 0.773333 2.639086 3.439419 2.515 -0.821 -0.722 0.00
Li 1.047927 -0.623971 -1.839030 0.270 0.361 0.910 -0.01
H 2.382348 -2.199840 4.455114 -0.479 0.883 -0.209 0.00
C 1.466096 -2.729241 4.184419 1.475 -0.342 -0.428 0.00
C -2.205080 -1.959687 3.956527 -0.257 0.023 1.096 0.00
C -0.889729 -2.755297 3.860859 -1.171 0.846 -0.381 0.00
H -3.028134 -2.341157 3.352474 0.350 -0.195 -0.352 0.00
O 1.996633 1.981808 2.932495 2.018 -0.955 0.422 0.01
O 0.199002 3.040513 2.108442 -1.696 0.866 0.143 -0.01
N 1.457957 -0.010572 -3.742760 -1.116 0.037 -2.207 0.00
C 2.310719 2.236153 -4.636893 1.324 -0.869 0.050 0.00
H 1.030801 -0.268824 7.143697 0.178 0.398 -0.084 0.00
H -3.810683 0.333656 -3.191931 -0.060 0.547 0.065 0.00
C 1.349883 -0.658223 6.174523 0.057 -0.443 0.400 0.00
O 1.825714 -1.679508 -0.376038 1.427 -1.168 2.130 0.01
H -0.895042 -1.690029 -5.619147 0.015 0.035 -0.034 0.00
O 1.209302 3.300608 -0.537937 -2.649 -0.090 -2.644 0.00
O 1.128194 3.688057 4.374520 -1.530 -0.178 -0.158 0.00
H 1.391432 -4.336550 2.692657 -0.214 0.052 -0.026 0.00
H -3.854699 2.528391 -1.517338 -0.058 -0.006 -0.015 0.00
H 4.595131 -1.263267 -3.362824 0.167 0.224 -0.327 0.00
H 2.060989 1.932672 -5.657375 -0.212 0.133 -0.018 0.00
H 1.889613 1.691358 -2.568267 -0.109 0.116 0.009 0.00
H 4.210921 0.507553 -3.392378 0.422 -0.161 0.191 0.00
C -2.443303 2.438872 0.105879 -0.214 1.084 0.122 -0.01
H -0.573984 -2.003273 -3.947680 0.337 -0.071 0.162 0.00
O 2.731507 3.514520 0.965548 1.094 -0.127 2.363 -0.01